[1]
DFT (wB97M-V/def2-TZVPD) results for a 2-piece molecular cluster, C6H17NO overall in a non-equilibrium geometry.

The calculation puts the LUMO energy at 0.9449 eV. For the relative energy (zero: lowest compared OMol25 entry of this formula, charge and spin), the calculation gives 1.049 eV. As for the frontier orbital gap: 9.585 eV. As for the SMILES: CCN(C)C(C)C.O. For the highest occupied orbital energy, the calculation gives -8.6 eV.

ORCA input file:
```
! RIJCOSX wB97M-V def2-TZVPD def2/J DEFGRID3
* xyz 0 1
C 0.655 1.952 -1.329
C 1.191 0.642 -0.778
N 0.366 -0.146 0.182
C -0.120 0.730 1.282
C -0.725 -0.881 -0.437
C -1.172 -2.015 0.490
C -1.986 -0.111 -0.910
H -0.281 2.264 -0.874
H 1.399 2.743 -1.235
H 0.447 1.867 -2.391
H 1.416 -0.071 -1.571
H 2.154 0.795 -0.290
H -1.148 0.513 1.511
H 0.389 0.425 2.209
H 0.070 1.795 1.194
H -0.348 -1.400 -1.313
H -0.407 -2.786 0.610
H -1.345 -1.622 1.485
H -2.030 -2.530 0.068
H -2.793 -0.051 -0.180
H -1.768 0.905 -1.226
H -2.282 -0.584 -1.825
O 3.090 -0.583 1.708
H 2.153 -0.343 1.608
H 3.075 -1.505 2.013
*
```

Atom charges from the Löwdin analysis, given in e for atoms 1 to 2: C -0.0957; C -0.2324

[2]
DFT (wB97M-V/def2-TZVPD) results for a single C2H3F3Si molecule in a non-equilibrium geometry.

The calculation puts the LUMO energy (spin up / spin down) at 0.7455 / -2.1865 eV. For the relative energy (zero: lowest compared OMol25 entry of this formula, charge and spin), the calculation gives 7.387 eV. As for the frontier orbital gap (spin up / spin down): 6.206 / 9.784 eV. For the highest occupied orbital energy (spin up / spin down), the calculation gives -5.5 / -12.0 eV.

ORCA input file:
```
! RIJCOSX wB97M-V def2-TZVPD def2/J DEFGRID3
* xyz 0 3
C 1.445 -0.225 -0.236
C 0.421 0.382 0.345
F 1.203 -1.048 -1.264
F 2.796 -0.056 -0.013
F 0.769 1.205 1.324
Si -1.425 -0.010 0.066
H -1.672 0.482 -1.437
H -2.123 0.723 1.009
H -1.415 -1.452 0.205
*
```

Atom charges from the Löwdin analysis, given in e for atoms 1 to 2: C -0.3313; C -0.4117

[3]
DFT (wB97M-V/def2-TZVPD) results for a single C4H7NO molecule.

The calculation puts the LUMO energy at 0.7904 eV. For the relative energy (zero: lowest compared OMol25 entry of this formula, charge and spin), the calculation gives 1.857 eV. As for the frontier orbital gap: 10.464 eV. As for the SMILES: C[C@H]1NCC1=O. For the highest occupied orbital energy, the calculation gives -9.7 eV.

ORCA input file:
```
! RIJCOSX wB97M-V def2-TZVPD def2/J DEFGRID3
* xyz 0 1
C -1.783 -0.103 0.015
C -0.327 -0.077 0.412
N 0.679 -0.876 -0.333
C 1.727 0.133 -0.075
C 0.545 1.093 -0.045
O 0.309 2.166 -0.520
H -2.217 -1.100 0.135
H -1.909 0.222 -1.020
H -2.336 0.587 0.663
H -0.218 -0.211 1.502
H 0.864 -1.813 0.002
H 2.504 0.259 -0.830
H 2.175 0.060 0.930
*
```

Atom charges from the Löwdin analysis, given in e for atoms 1 to 2: C -0.0471; C -0.3256

[4]
DFT (wB97M-V/def2-TZVPD) results for a 3-piece molecular cluster, C4H7ClOS overall in a non-equilibrium geometry.

The calculation puts the LUMO energy at -1.5797 eV. For the relative energy (zero: lowest compared OMol25 entry of this formula, charge and spin), the calculation gives 9.038 eV. As for the frontier orbital gap: 7.608 eV. For the highest occupied orbital energy, the calculation gives -9.2 eV.

ORCA input file:
```
! RIJCOSX wB97M-V def2-TZVPD def2/J DEFGRID3
* xyz 0 1
C -0.542 1.520 -0.492
C 0.066 0.202 -0.800
C -0.400 -1.195 -0.315
C 0.959 -0.640 0.094
H 0.355 2.314 -0.297
H -1.068 2.155 -1.312
H -1.332 1.436 0.458
H -0.417 -1.968 -1.020
H -2.406 -0.444 1.150
H 1.769 -1.149 -0.273
H 2.944 -0.886 2.299
O -1.243 -1.417 0.917
S 0.854 -0.187 2.118
Cl 0.460 0.259 -2.528
*
```

Atom charges from the Löwdin analysis, given in e for atoms 1 to 2: C -0.1784; C -0.8602

[5]
DFT (wB97M-V/def2-TZVPD) results for a 3-piece molecular cluster, C3H11O3S overall in a non-equilibrium geometry.

The calculation puts the LUMO energy at 3.1887 eV. For the relative energy (zero: lowest compared OMol25 entry of this formula, charge and spin), the calculation gives 0.889 eV. As for the frontier orbital gap: 7.163 eV. For the highest occupied orbital energy, the calculation gives -4.0 eV.

ORCA input file:
```
! RIJCOSX wB97M-V def2-TZVPD def2/J DEFGRID3
* xyz -1 1
C -0.169 -1.014 0.649
O -0.210 0.003 1.546
C -0.488 -0.537 -0.802
C -0.132 0.830 -1.326
S 1.163 0.612 -2.683
H -1.055 -1.751 0.890
H 0.757 -1.608 0.654
H -0.162 -1.384 -1.421
H -1.579 -0.569 -0.975
H 0.490 1.324 -0.536
H -0.945 1.403 -1.725
H 1.463 -0.660 -2.538
H -1.813 0.460 1.458
H -2.957 -0.581 1.122
O -2.791 0.363 1.230
H 1.587 0.097 2.498
H 0.847 -0.757 3.356
O 1.724 -0.356 3.354
*
```

Atom charges from the Löwdin analysis, given in e for atoms 1 to 2: C -0.4455; O -0.3456

[6]
DFT (wB97M-V/def2-TZVPD) results for a 2-piece molecular cluster, C6H14O4 overall in a non-equilibrium geometry.

The calculation puts the LUMO energy at 0.7987 eV. For the relative energy (zero: lowest compared OMol25 entry of this formula, charge and spin), the calculation gives 3.537 eV. As for the frontier orbital gap: 10.560 eV. As for the SMILES: CC(C)(O)OO.CC(C)=O. For the highest occupied orbital energy, the calculation gives -9.8 eV.

ORCA input file:
```
! RIJCOSX wB97M-V def2-TZVPD def2/J DEFGRID3
* xyz 0 1
C 1.087 0.710 0.230
C 1.044 -0.717 0.919
C 2.401 -1.017 1.557
O 0.708 -1.740 0.077
O -0.014 -0.732 1.902
O 0.194 0.226 2.924
H 1.587 1.377 0.928
H 1.665 0.638 -0.688
H 0.098 1.125 0.070
H 3.156 -0.996 0.783
H 2.640 -0.282 2.322
H 2.373 -2.010 1.996
H 0.223 -1.430 -0.746
H 0.403 -0.317 3.698
C -1.403 1.473 -2.395
C -1.294 0.121 -1.750
C -2.335 -0.214 -0.719
O -0.452 -0.690 -2.098
H -1.262 2.250 -1.635
H -2.402 1.599 -2.817
H -0.652 1.589 -3.180
H -2.972 0.636 -0.489
H -1.851 -0.561 0.199
H -2.941 -1.039 -1.091
*
```

Atom charges from the Löwdin analysis, given in e for atoms 1 to 2: C 0.0136; C -0.6431

[7]
DFT (wB97M-V/def2-TZVPD) results for C26H43N4O3S2SiY as an isolated structure in a non-equilibrium geometry.

The calculation puts the LUMO energy at -0.3932 eV. As for the frontier orbital gap: 6.904 eV. For the highest occupied orbital energy, the calculation gives -7.3 eV.

ORCA input file:
```
! RIJCOSX wB97M-V def2-TZVPD def2/J DEFGRID3
* xyz 0 1
Y -0.119 -0.628 0.389
S -2.317 -1.056 1.806
C -1.695 -0.509 3.381
C -2.613 0.038 4.278
C -2.225 0.492 5.525
C -3.214 1.053 6.418
N -4.009 1.492 7.119
C -0.879 0.406 5.896
C 0.038 -0.131 5.012
C -0.341 -0.599 3.752
S 0.943 -1.276 2.719
C -0.430 0.875 7.189
N -0.059 1.248 8.209
H -3.651 0.113 3.987
H 1.078 -0.186 5.302
C 1.478 3.295 -3.048
C 1.119 1.928 -2.460
C -0.248 1.533 -3.045
C 2.113 0.898 -3.017
Si 1.112 1.786 -0.503
C 2.942 1.848 0.154
C 2.968 2.173 1.656
C 3.562 0.444 0.033
C 3.862 2.850 -0.548
C 0.072 3.245 0.260
C -0.277 2.885 1.716
C 0.721 4.632 0.249
C -1.267 3.372 -0.475
H 1.483 3.246 -4.144
H 2.461 3.647 -2.734
H 0.750 4.058 -2.771
H -0.140 1.321 -4.117
H -1.002 2.309 -2.948
H -0.677 0.634 -2.588
H 2.017 0.852 -4.109
H 1.935 -0.115 -2.637
H 3.152 1.137 -2.794
H 2.352 1.488 2.244
H 2.654 3.191 1.881
H 3.997 2.068 2.020
H 3.014 -0.287 0.640
H 4.586 0.451 0.424
H 3.613 0.070 -0.989
H 3.459 3.864 -0.539
H 4.059 2.589 -1.588
H 4.831 2.882 -0.038
H 0.577 2.901 2.389
H -0.739 1.891 1.819
H -1.021 3.589 2.107
H 1.648 4.671 0.821
H 0.043 5.371 0.691
H 0.951 4.972 -0.761
H -1.802 2.421 -0.578
H -1.153 3.795 -1.472
H -1.928 4.043 0.086
N -2.679 -4.937 -4.150
C -1.525 -4.242 -3.585
C -1.885 -3.499 -2.256
O -3.267 -3.533 -2.024
O -1.860 -1.284 -1.240
H -2.860 -4.682 -5.110
H -3.638 -4.071 -2.757
H -2.589 -5.942 -4.103
H -1.160 -3.501 -4.298
H -0.698 -4.926 -3.395
C -1.916 -5.456 -0.744
N -1.265 -4.191 -1.091
C -1.526 -2.030 -2.400
C -0.287 -3.709 -0.324
C 0.079 -4.428 0.939
O 0.333 -2.662 -0.644
H -2.282 -5.924 -1.655
H -2.764 -5.299 -0.081
H -1.200 -6.129 -0.284
H -2.113 -1.669 -3.251
H -0.474 -1.865 -2.609
H -2.761 -1.497 -0.954
H -0.794 -4.758 1.498
H 0.656 -3.745 1.559
H 0.688 -5.302 0.695
*
```

Atom charges from the Löwdin analysis, given in e for atoms 1 to 2: Y 1.0438; S 0.5238

[8]
DFT (wB97M-V/def2-TZVPD) results for a single CH3NO4S molecule in a non-equilibrium geometry.

The calculation puts the LUMO energy (spin up / spin down) at 0.5771 / -3.8094 eV. For the relative energy (zero: lowest compared OMol25 entry of this formula, charge and spin), the calculation gives 1.907 eV. As for the frontier orbital gap (spin up / spin down): 7.599 / 6.392 eV. For the highest occupied orbital energy (spin up / spin down), the calculation gives -7.0 / -10.2 eV.

ORCA input file:
```
! RIJCOSX wB97M-V def2-TZVPD def2/J DEFGRID3
* xyz 0 3
C -1.442 -0.054 0.917
N 0.549 0.717 -1.437
O -2.167 -0.799 1.454
O 1.245 -0.643 1.854
O 0.439 -1.621 -0.288
O 1.108 0.728 -0.163
S 0.463 -0.558 0.674
H -1.875 0.977 0.490
H 0.662 -0.269 -1.661
H 1.018 1.522 -1.841
*
```

Atom charges from the Löwdin analysis, given in e for atoms 1 to 2: C -0.3618; N 0.0126